No. 1
An isolated molecule of C5H11N in a non-equilibrium geometry. Source: the Open Molecules 2025 dataset; level of theory: ωB97M-V with the def2-TZVPD basis set.

The geometry in ORCA input format:
```
! wB97M-V def2-TZVPD RIJCOSX def2/J DEFGRID3
* xyz 0 1
C -2.64303 -0.12553 -0.17656
C -1.21067 0.30267 0.27995
C 1.02579 -0.17834 0.63777
C 2.31549 -0.57836 -0.13431
C 1.72009 0.77747 -0.23518
H -3.24525 0.78661 -0.15832
H -2.59792 -0.56099 -1.21849
H -3.02299 -0.94837 0.52456
H -0.78604 1.29140 -0.17989
H -1.33005 0.49966 1.39980
H 0.03245 -0.89891 -0.90277
H 1.09042 -0.15657 1.72571
H 3.23187 -0.75467 0.43443
H 2.13957 -1.22231 -0.98824
H 2.21228 1.75312 0.12069
H 1.31837 0.74886 -1.27109
N -0.25039 -0.73575 0.14195
*
```

Energy above the lowest of the compared OMol25 structures with the same formula, charge and spin in eV: 2.078
HOMO level in Ha: -0.3290
Kohn-Sham gap in Eh: 0.3732

---

No. 2
A structure of composition C32H37N7OS6Ti in a non-equilibrium geometry. Source: the Open Molecules 2025 dataset; level of theory: ωB97M-V with the def2-TZVPD basis set.

The geometry in ORCA input format:
```
! wB97M-V def2-TZVPD RIJCOSX def2/J DEFGRID3
* xyz 2 3
Ti 0.70277 0.27117 0.10669
C -1.95406 0.08082 -2.84212
C -3.43316 0.15082 -2.47946
S -3.84007 0.46818 -0.72905
C -4.76880 -1.04916 -0.30086
C -4.21934 -1.84617 0.88111
S -2.41206 -2.01370 1.00552
C -1.96812 -3.16439 -0.32277
C -1.84694 -2.55959 -1.72583
S -0.85095 -1.01004 -1.87301
H -1.47376 1.05220 -2.73069
H -1.87957 -0.23107 -3.88370
H -3.94861 -0.76731 -2.75019
H -3.87635 0.95472 -3.06677
H -4.78747 -1.66324 -1.19851
H -5.79209 -0.74571 -0.08181
H -4.64997 -2.84808 0.87503
H -4.48039 -1.37285 1.82847
H -2.69822 -3.97373 -0.32775
H -1.00756 -3.56865 -0.00498
H -2.83245 -2.34698 -2.13269
H -1.35520 -3.27700 -2.38094
S 4.94018 5.03771 -3.08162
N 3.43711 5.19713 -2.53202
C 2.98426 3.98780 -2.26509
C 1.66642 3.67242 -1.76636
C 0.64949 4.60094 -1.60569
C -0.58390 4.16272 -1.14116
C -0.74461 2.83876 -0.78956
N 0.22842 1.92263 -0.89838
C 1.42133 2.32245 -1.43727
C 2.39421 1.29433 -1.69202
N 2.03450 0.02533 -1.34755
C 2.83491 -0.98157 -1.70123
C 4.04317 -0.78313 -2.34644
C 4.46991 0.50731 -2.61402
C 3.63548 1.57354 -2.29324
C 3.94302 2.96273 -2.53474
N 5.08166 3.43693 -3.00059
H 0.82719 5.63965 -1.85035
H -1.41208 4.84905 -1.03723
H -1.68347 2.47035 -0.40539
H 2.49063 -1.97651 -1.45087
H 4.65481 -1.63257 -2.61517
H 5.42818 0.70102 -3.07786
C 2.09362 3.37338 1.77497
C 2.28861 1.91394 2.01638
C 2.98044 1.44621 3.25303
O 1.90065 1.07078 1.17480
H 2.01940 3.91020 2.71793
H 2.94516 3.78275 1.22103
H 1.18691 3.54267 1.19475
H 2.93018 2.20404 4.02991
H 4.03512 1.24291 3.03975
H 2.51888 0.52309 3.60602
C 4.33324 -3.35453 4.92162
C 4.19871 -2.59430 3.65069
C 5.22966 -2.00308 2.97721
C 4.95202 -1.32524 1.77455
N 3.71539 -1.20778 1.30135
C 2.71012 -1.79928 1.94729
S 1.09902 -1.82526 1.41198
N 2.96146 -2.47925 3.11046
C 6.06431 -0.75099 0.96869
H 5.33678 -3.26104 5.32594
H 4.13128 -4.41450 4.75218
H 3.61631 -2.99747 5.66251
H 6.23839 -2.06683 3.35743
H 2.17153 -2.93089 3.55377
H 6.82216 -0.29390 1.60417
H 5.68928 -0.03082 0.24687
H 6.55268 -1.56360 0.42376
S -0.65175 1.24591 2.22801
C -2.16486 1.24822 2.99359
N -3.22885 1.87800 2.43126
C -4.41220 2.07394 3.06076
C -4.60146 1.60977 4.32481
C -3.56084 0.88121 4.93176
C -2.37522 0.68951 4.27141
H -3.10880 2.22700 1.49001
H -5.17332 2.60693 2.50926
H -5.52806 1.79801 4.84482
H -3.70649 0.47467 5.92380
H -1.56172 0.12971 4.70662
*
```

Energy above the lowest of the compared OMol25 structures with the same formula, charge and spin in eV: 1.061
HOMO level (spin up / spin down) in Ha: -0.3996 / -0.4640
Kohn-Sham gap (spin up / spin down) in Eh: 0.2005 / 0.2605
Expectation value of S²: 2.02

---

No. 3
An isolated molecule of C5H9N in a non-equilibrium geometry. Source: the Open Molecules 2025 dataset; level of theory: ωB97M-V with the def2-TZVPD basis set.

The geometry in ORCA input format:
```
! wB97M-V def2-TZVPD RIJCOSX def2/J DEFGRID3
* xyz 0 1
C -1.96158 1.09358 -0.36081
C 1.85872 0.39764 -0.07191
C 0.29710 -1.61920 -0.07290
C -1.18281 -0.07690 0.15111
C 1.25173 -0.83603 0.53864
N -0.71728 -0.99409 -0.69042
H 0.21445 -2.68921 0.11473
H -1.28611 -0.29073 1.22107
H 1.89186 -1.31506 1.28099
H -1.47084 2.01685 -0.03733
H -2.97917 1.07545 0.03843
H -2.01007 1.08205 -1.45137
H 1.37666 0.68716 -1.00829
H 2.92118 0.22990 -0.27762
H 1.79615 1.23857 0.62568
*
```

Energy above the lowest of the compared OMol25 structures with the same formula, charge and spin in eV: 2.219
HOMO level in Ha: -0.3043
Kohn-Sham gap in Eh: 0.3419

---

No. 4
The ion C4H12NO with charge +1 in a non-equilibrium geometry. Source: the Open Molecules 2025 dataset; level of theory: ωB97M-V with the def2-TZVPD basis set.

The geometry in ORCA input format:
```
! wB97M-V def2-TZVPD RIJCOSX def2/J DEFGRID3
* xyz 1 1
C -1.43031 1.24394 1.10108
C -0.44170 0.70214 0.06971
C -0.64210 -0.74923 -0.30203
C 0.44725 -1.44253 -1.17833
O 1.46699 -0.51165 -1.51934
N 0.94235 0.59599 0.83656
H -0.96306 2.19122 1.41306
H -1.47407 0.60362 2.00513
H -2.38211 1.39713 0.58048
H -0.30174 1.40448 -0.77111
H -0.68155 -1.38497 0.58495
H -1.58163 -1.05019 -0.76579
H 0.96913 -2.25360 -0.66483
H 0.03800 -1.92819 -2.06545
H 2.07461 -0.74310 -2.21928
H 1.79208 0.53730 0.22503
H 1.17827 1.54171 1.14862
H 0.98959 -0.15406 1.52152
*
```

Energy above the lowest of the compared OMol25 structures with the same formula, charge and spin in eV: 1.207
HOMO level in Ha: -0.5336
Kohn-Sham gap in Eh: 0.4114

---

No. 5
An isolated molecule of C3H6N2 in a non-equilibrium geometry. Source: the Open Molecules 2025 dataset; level of theory: ωB97M-V with the def2-TZVPD basis set.

The geometry in ORCA input format:
```
! wB97M-V def2-TZVPD RIJCOSX def2/J DEFGRID3
* xyz 0 1
C 0.88463 0.16200 -0.96623
N 0.87237 0.00714 0.49134
N 0.18001 -1.00072 -1.47990
C -0.25345 0.07517 0.94709
C -1.16119 0.60965 1.73682
H 0.88311 -1.70987 -1.69519
H 0.34939 1.07346 -1.27314
H 1.92148 0.20341 -1.31850
H -0.59937 -1.08174 -0.58126
H -1.15617 1.67187 1.94518
H -1.92081 -0.01037 2.19379
*
```

Energy above the lowest of the compared OMol25 structures with the same formula, charge and spin in eV: 3.244
HOMO level in Ha: -0.3263
Kohn-Sham gap in Eh: 0.3483

---

No. 6
A structure of composition C9H11P in a non-equilibrium geometry. Source: the Open Molecules 2025 dataset; level of theory: ωB97M-V with the def2-TZVPD basis set.

The geometry in ORCA input format:
```
! wB97M-V def2-TZVPD RIJCOSX def2/J DEFGRID3
* xyz 0 1
C -2.04933 -1.33486 -1.22080
C -1.48814 -1.27662 0.02543
C -0.20628 0.76808 -0.50806
C 1.96495 2.54542 0.46328
C 1.44394 -0.86204 2.08233
C 0.68785 2.26301 0.51431
C 0.75056 -1.06836 0.92294
C -1.49942 -0.67116 -2.43405
C -0.50768 -0.29330 0.48247
P -0.68371 0.95881 -2.01213
H -2.80092 -2.09281 -1.40429
H -1.66946 -1.88660 0.90530
H 2.65026 3.17342 1.04368
H 2.48377 1.84654 -0.14793
H 2.37231 -1.47913 2.27730
H 1.27319 0.04614 2.53003
H -0.08716 2.88276 0.98993
H 1.13584 -1.92419 0.31032
H -0.73138 -1.36094 -2.93355
H -2.25147 -0.46354 -3.29251
H -0.78772 0.22937 1.40602
*
```

Energy above the lowest of the compared OMol25 structures with the same formula, charge and spin in eV: 3.780
HOMO level in Ha: -0.3218
Kohn-Sham gap in Eh: 0.3455

---

No. 7
The ion C3H4NO with charge +1 in a non-equilibrium geometry. Source: the Open Molecules 2025 dataset; level of theory: ωB97M-V with the def2-TZVPD basis set.

The geometry in ORCA input format:
```
! wB97M-V def2-TZVPD RIJCOSX def2/J DEFGRID3
* xyz 1 1
C 1.02920 -0.47204 -1.00806
C 0.36556 -1.76838 -1.16867
C -0.63177 -0.58331 0.45360
N 0.25197 0.24601 -0.25770
O -0.54804 -1.80144 -0.18381
H 1.66552 0.09242 -1.64391
H -0.47706 -0.65575 1.44056
H -1.63510 -0.25880 0.22182
H 0.35623 1.13726 0.13137
*
```

Energy above the lowest of the compared OMol25 structures with the same formula, charge and spin in eV: 3.112
HOMO level (spin up / spin down) in Ha: -0.5500 / -0.5501
Kohn-Sham gap (spin up / spin down) in Eh: 0.2737 / 0.2737